(1)
Here is a structure of composition C4H9ClS in a non-equilibrium geometry from OMol25. Energies are from ωB97M-V/def2-TZVPD.

Structure (XYZ):
```
15
Properties=species:S:1:pos:R:3:nbo_charge:R:1
C -0.48 -0.09 -2.07 -0.7066
C -0.68 -0.94 0.20 -0.7230
C 1.56 0.77 1.52 -0.7076
C 0.12 -0.16 -0.73 0.1124
S 1.04 1.25 -0.23 0.3176
Cl 1.75 -1.74 -1.10 -0.4554
H -1.60 0.14 -2.09 0.2362
H -0.43 -1.10 -2.29 0.2586
H 0.15 0.61 -2.64 0.2339
H -1.69 -0.62 0.40 0.2366
H -0.16 -1.11 1.20 0.2281
H -0.73 -1.93 -0.08 0.2526
H 2.40 1.60 1.47 0.2404
H 1.96 -0.20 1.42 0.2448
H 0.67 0.94 2.12 0.2315
```

- HOMO-LUMO gap (hartree) = 0.3283
- ΔE to the lowest compared entry with this formula, charge and spin (eV) = 1.775
- electronic energy (Eh) = -1016.12310
- charge = 0


(2)
Here is a structure of composition C32H26N3O3PSeYb in a non-equilibrium geometry from OMol25. Energies are from ωB97M-V/def2-TZVPD.

Structure (XYZ):
```
67
Properties=species:S:1:pos:R:3:nbo_charge:R:1
Yb -0.02 -0.24 -0.14 1.8284
O 6.75 0.26 2.55 -0.7168
C 6.55 -0.23 1.24 -0.0964
C 5.08 -0.17 0.91 0.0514
C 4.65 -0.33 -0.40 -0.2241
C 3.30 -0.29 -0.65 0.0783
N 2.37 -0.11 0.30 -0.5586
C 2.78 -0.02 1.57 0.1659
C 4.13 0.00 1.90 -0.1726
C 1.71 0.05 2.62 0.2706
C 2.02 0.15 3.96 -0.2334
C 1.00 0.18 4.91 0.0426
C 1.35 0.29 6.37 -0.0966
O 2.40 -0.59 6.73 -0.6959
C -0.31 0.09 4.46 -0.2399
C -0.55 -0.01 3.10 0.0835
N 0.44 -0.03 2.19 -0.5586
H 7.67 0.13 2.80 0.4894
H 6.86 -1.28 1.15 0.2003
H 7.11 0.34 0.50 0.1891
H 5.34 -0.49 -1.21 0.2379
H 2.94 -0.42 -1.67 0.2066
H 4.45 0.11 2.93 0.2428
H 3.04 0.20 4.30 0.2424
H 0.46 0.15 6.99 0.1837
H 1.73 1.29 6.57 0.2072
H 2.06 -1.49 6.74 0.4763
H -1.15 0.09 5.14 0.2369
H -1.55 -0.07 2.70 0.2290
O -1.88 0.10 -1.11 -0.6748
C -2.14 0.51 0.06 0.1895
C -3.05 1.67 0.17 -0.1342
C -4.42 1.69 0.31 -0.2040
C -5.07 2.92 0.43 -0.1687
C -4.34 4.10 0.40 -0.2270
C -2.96 4.08 0.25 -0.1257
C -2.30 2.86 0.14 -0.3528
P -0.47 2.71 -0.04 0.8534
C -0.24 2.37 -1.82 -0.3542
C -1.24 2.58 -2.78 -0.1341
C -1.05 2.18 -4.09 -0.1875
C 0.13 1.56 -4.47 -0.1862
C 1.14 1.36 -3.55 -0.1847
C 0.95 1.76 -2.23 -0.2953
C 0.23 4.36 0.21 -0.3863
C 0.54 4.74 1.51 -0.1832
C 1.06 6.00 1.77 -0.2037
C 1.28 6.88 0.72 -0.1841
C 0.98 6.50 -0.58 -0.2056
C 0.45 5.25 -0.84 -0.1421
H -4.99 0.77 0.33 0.2305
H -6.14 2.95 0.54 0.2290
H -4.86 5.05 0.50 0.2285
H -2.40 5.01 0.23 0.2201
H -2.18 3.03 -2.48 0.2257
H -1.83 2.34 -4.82 0.2320
H 0.26 1.24 -5.50 0.2334
H 2.07 0.89 -3.85 0.2253
H 1.77 1.66 -1.52 0.2333
H 0.37 4.06 2.34 0.2164
H 1.29 6.29 2.78 0.2259
H 1.69 7.86 0.92 0.2277
H 1.16 7.19 -1.40 0.2256
H 0.22 4.97 -1.86 0.2146
Se 2.80 -4.02 0.23 -0.1480
C 1.32 -3.06 -0.05 0.2043
N 0.36 -2.40 -0.24 -0.8025
```

- HOMO-LUMO gap (alpha / beta) (hartree) = 0.2581 / 0.2582
- electronic energy (Eh) = -5526.34886
- multiplicity = 2
- charge = +1


(3)
Here is a structure of composition C24H22BrF3N7ReS2 in a non-equilibrium geometry from OMol25. Energies are from ωB97M-V/def2-TZVPD.

Structure (XYZ):
```
60
Properties=species:S:1:pos:R:3:nbo_charge:R:1
Re -1.20 -0.71 0.16 1.2976
N -2.30 2.04 -1.89 -0.7361
C -2.98 0.94 -1.92 0.3267
N -2.57 -0.13 -1.29 -0.5901
C -3.44 -1.23 -1.66 0.0653
C -4.50 -0.88 -2.39 -0.3361
S -4.46 0.83 -2.83 0.5086
C -2.82 -2.54 -1.45 0.0804
C -3.16 -3.77 -1.88 -0.3590
S -1.91 -4.95 -1.60 0.5503
C -0.97 -3.72 -0.88 0.2845
N -1.48 -2.50 -0.94 -0.5847
N 0.24 -3.97 -0.36 -0.7520
H -1.34 1.91 -1.72 0.4130
H -2.60 2.88 -2.24 0.4288
H -5.35 -1.56 -2.58 0.2881
H -4.13 -4.14 -2.30 0.2929
H 0.67 -4.88 -0.45 0.4415
H 0.79 -3.19 -0.03 0.4138
C 2.68 -1.85 4.28 -0.6297
C 1.35 -2.05 3.52 0.0263
C 0.38 -2.68 4.30 -0.1034
C -0.93 -2.72 3.90 -0.2230
C -1.21 -2.24 2.60 0.1703
Br -2.99 -2.03 1.96 0.2446
N -0.31 -1.68 1.83 -0.5299
C 0.99 -1.62 2.24 0.0208
H 2.49 -1.08 5.05 0.2558
H 3.52 -1.60 3.62 0.2472
H 2.85 -2.79 4.77 0.2456
H 0.70 -3.01 5.28 0.2609
H -1.68 -3.13 4.58 0.2780
H 1.60 -1.02 1.54 0.2457
C -1.74 4.23 1.92 -0.3971
N -2.39 3.02 2.38 -0.4064
C -3.39 2.97 3.43 -0.4007
C -2.02 1.94 1.81 0.7169
N -1.60 1.04 1.20 -0.5673
H -2.38 4.86 1.38 0.2317
H -0.97 3.95 1.21 0.2171
H -1.29 4.74 2.80 0.2447
H -4.33 3.33 3.06 0.2414
H -2.91 3.44 4.30 0.2477
H -3.60 1.88 3.66 0.2225
F 4.84 2.29 -5.83 -0.3064
C 5.51 2.51 -4.66 0.9770
F 5.79 3.77 -4.41 -0.2823
F 6.59 1.76 -4.60 -0.2916
C 4.52 1.90 -3.59 0.0107
C 4.15 0.54 -3.71 -0.1911
C 3.20 -0.05 -2.90 -0.1153
C 2.60 0.75 -1.91 -0.1957
C 3.04 2.10 -1.69 -0.1146
C 3.92 2.68 -2.57 -0.2134
C 1.49 0.26 -1.25 0.1764
C 0.48 -0.05 -0.56 -0.3275
H 4.61 -0.02 -4.52 0.2573
H 2.92 -1.08 -3.02 0.2341
H 2.70 2.67 -0.83 0.2300
H 4.37 3.63 -2.31 0.2593
```

- HOMO-LUMO gap (alpha / beta) (hartree) = 0.2838 / 0.2224
- ΔE to the lowest compared entry with this formula, charge and spin (eV) = 0.000
- electronic energy (Eh) = -5058.34750
- multiplicity = 4
- charge = +3


(4)
Here is a cluster of 10 separate species, C33H43N9O6S in total in a non-equilibrium geometry from OMol25. Energies are from ωB97M-V/def2-TZVPD.

Structure (XYZ):
```
92
Properties=species:S:1:pos:R:3:lowdin_charge:R:1
S -0.09 0.20 0.13 0.3263
O -1.34 0.06 -0.57 -0.3351
O 0.46 1.52 -0.30 -0.3446
O -0.28 0.24 1.50 -0.2836
O 0.80 -0.82 -0.37 -0.3348
N -1.20 -1.02 3.57 -0.0384
C -0.36 -1.79 4.41 -0.1088
C -1.30 -2.39 5.48 -0.1481
C -2.55 -2.04 5.12 -0.1906
C -2.56 -1.22 3.83 -0.1015
H -1.01 -0.38 2.65 0.1161
H 0.68 -1.61 4.31 0.0603
H -1.11 -2.98 6.43 0.0883
H -3.58 -2.34 5.49 0.0835
H -3.48 -0.87 3.26 0.0985
N 2.24 -2.52 0.68 -0.0150
C 1.83 -3.30 1.75 -0.1146
C 2.96 -4.22 2.13 -0.0273
C 4.13 -3.81 1.10 -0.0367
C 3.49 -2.84 0.21 -0.1383
H 1.56 -1.91 0.37 -0.0106
H 0.76 -3.39 2.23 0.1272
H 2.89 -4.70 2.96 -0.0319
H 5.12 -4.18 1.18 0.0327
H 3.96 -2.33 -0.63 0.0937
N -0.58 3.99 -0.99 -0.0305
C 0.36 4.96 -0.98 -0.1384
C -0.34 6.17 -1.43 -0.0988
C -1.90 5.87 -1.53 -0.0480
C -1.92 4.36 -1.16 -0.1011
H -0.35 2.99 -0.74 0.0994
H 1.37 4.98 -0.86 0.0608
H 0.23 7.05 -1.70 0.0449
H -2.64 6.67 -1.66 0.0374
H -2.81 3.70 -1.11 0.0841
N -2.49 0.44 -2.79 0.0466
C -3.28 -0.71 -3.28 -0.0610
C -4.13 -0.27 -4.38 -0.1051
C -3.59 1.03 -4.77 -0.1084
C -2.72 1.50 -3.62 -0.1026
H -1.99 0.45 -1.98 0.0034
H -3.13 -1.61 -2.80 0.0385
H -4.85 -0.82 -4.97 0.0639
H -3.93 1.84 -5.43 0.0555
H -2.39 2.47 -3.45 0.0565
N 1.97 -1.60 -2.52 -0.0206
C 2.93 -0.90 -3.23 -0.1218
C 3.21 -1.68 -4.46 -0.1282
C 2.44 -2.99 -4.42 -0.1054
C 1.78 -2.86 -3.09 -0.1580
H 1.48 -1.48 -1.61 0.0615
H 3.21 0.12 -2.81 0.0963
H 3.90 -1.28 -5.29 0.0777
H 2.55 -3.95 -5.04 0.0769
H 1.15 -3.63 -2.40 0.1344
N 3.04 1.63 -0.72 -0.0502
C 3.74 2.65 -1.38 -0.1205
C 5.13 2.18 -1.52 -0.0974
C 5.18 0.83 -0.84 -0.0714
C 3.78 0.56 -0.27 -0.1058
H 1.95 1.50 -0.55 0.0800
H 3.47 3.56 -1.89 0.0702
H 5.86 2.54 -2.15 0.0217
H 6.03 0.19 -0.80 0.0384
H 3.31 -0.18 0.33 0.0707
N -3.75 0.04 0.51 -0.0510
C -4.31 1.30 0.95 -0.1041
C -5.74 0.86 1.44 -0.1121
C -6.01 -0.55 0.75 -0.1118
C -4.69 -0.95 0.27 -0.1790
H -2.76 0.08 -0.02 0.0920
H -3.83 2.38 1.05 0.1132
H -6.42 1.55 2.15 0.0791
H -6.99 -1.14 0.75 0.0756
H -4.45 -1.74 -0.39 0.0712
N 1.35 1.60 3.07 -0.0389
C 2.15 2.47 2.41 -0.1139
C 3.09 3.00 3.49 -0.1101
C 2.67 2.40 4.75 -0.1434
C 1.51 1.51 4.45 -0.1220
H 0.64 1.00 2.43 0.1124
H 2.04 2.78 1.44 0.0442
H 3.98 3.72 3.18 0.0963
H 3.24 2.29 5.67 0.0531
H 0.87 0.89 5.10 0.0850
C -1.14 -3.04 -0.61 0.0311
N -1.76 -4.19 -1.29 -0.3810
O -2.85 -4.16 -1.87 0.0497
O -1.07 -5.23 -1.20 0.0237
H -0.84 -2.38 -1.36 0.0753
H -0.33 -3.41 0.10 0.1100
H -1.62 -2.71 0.18 0.0429
```

- HOMO-LUMO gap (hartree) = 0.2653
- ΔE to the lowest compared entry with this formula, charge and spin (eV) = 0.000
- electronic energy (Eh) = -2625.19669
- charge = -2


(5)
Here is a cluster of 2 separate species, C2H9NS in total in a non-equilibrium geometry from OMol25. Energies are from ωB97M-V/def2-TZVPD.

Structure (XYZ):
```
13
Properties=species:S:1:pos:R:3:nbo_charge:R:1
S -0.97 0.10 4.10 -1.0624
H -1.44 1.05 4.87 0.0985
C 0.42 0.79 -1.70 -0.4558
N 0.20 0.22 -0.31 -0.5273
C -0.07 -1.24 -0.30 -0.4339
H 1.36 1.54 -1.66 0.2466
H 0.95 -0.02 -2.36 0.2367
H -0.50 1.22 -2.17 0.2544
H -0.55 0.69 0.18 0.4576
H 1.12 0.38 0.24 0.4560
H -0.64 -1.44 -1.21 0.2157
H -0.75 -1.50 0.61 0.2852
H 0.85 -1.79 -0.30 0.2286
```

- HOMO-LUMO gap (hartree) = 0.1721
- ΔE to the lowest compared entry with this formula, charge and spin (eV) = 3.609
- electronic energy (Eh) = -534.39706
- charge = 0


Please write out number 5 again, unchanged.
Here is a cluster of 2 separate species, C2H9NS in total in a non-equilibrium geometry from OMol25. Energies are from ωB97M-V/def2-TZVPD.

Structure (XYZ):
```
13
Properties=species:S:1:pos:R:3:nbo_charge:R:1
S -0.97 0.10 4.10 -1.0624
H -1.44 1.05 4.87 0.0985
C 0.42 0.79 -1.70 -0.4558
N 0.20 0.22 -0.31 -0.5273
C -0.07 -1.24 -0.30 -0.4339
H 1.36 1.54 -1.66 0.2466
H 0.95 -0.02 -2.36 0.2367
H -0.50 1.22 -2.17 0.2544
H -0.55 0.69 0.18 0.4576
H 1.12 0.38 0.24 0.4560
H -0.64 -1.44 -1.21 0.2157
H -0.75 -1.50 0.61 0.2852
H 0.85 -1.79 -0.30 0.2286
```

- HOMO-LUMO gap (hartree) = 0.1721
- ΔE to the lowest compared entry with this formula, charge and spin (eV) = 3.609
- electronic energy (Eh) = -534.39706
- charge = 0


Q: Which of these has the highest charge?
A: C24H22BrF3N7ReS2


Repeat the fifth record exactly.
Here is a cluster of 2 separate species, C2H9NS in total in a non-equilibrium geometry from OMol25. Energies are from ωB97M-V/def2-TZVPD.

Structure (XYZ):
```
13
Properties=species:S:1:pos:R:3:nbo_charge:R:1
S -0.97 0.10 4.10 -1.0624
H -1.44 1.05 4.87 0.0985
C 0.42 0.79 -1.70 -0.4558
N 0.20 0.22 -0.31 -0.5273
C -0.07 -1.24 -0.30 -0.4339
H 1.36 1.54 -1.66 0.2466
H 0.95 -0.02 -2.36 0.2367
H -0.50 1.22 -2.17 0.2544
H -0.55 0.69 0.18 0.4576
H 1.12 0.38 0.24 0.4560
H -0.64 -1.44 -1.21 0.2157
H -0.75 -1.50 0.61 0.2852
H 0.85 -1.79 -0.30 0.2286
```

- HOMO-LUMO gap (hartree) = 0.1721
- ΔE to the lowest compared entry with this formula, charge and spin (eV) = 3.609
- electronic energy (Eh) = -534.39706
- charge = 0


Q: The highest electronic energy belongs to which entry?
A: C2H9NS